No. 1
This record from OMol25 describes a cluster of 5 separate species, C4H18NO5 in total. The level of theory is ωB97M-V with the def2-TZVPD basis set.

ORCA input file:
```
! RIJCOSX wB97M-V def2-TZVPD def2/J DEFGRID3
* xyz -1 1
C -0.86 -2.02 -2.16
C 0.27 -1.11 -1.95
C 1.12 -1.73 -0.55
C 0.73 -1.01 0.76
O 1.25 0.18 0.83
N -0.27 0.25 -1.58
H -0.81 -3.09 -2.08
H -1.59 -1.70 -2.94
H -1.59 -1.74 -1.31
H 0.95 -1.32 -2.86
H 2.19 -1.65 -0.93
H 0.89 -2.84 -0.45
H 1.13 -1.53 1.70
H -0.39 -1.11 0.85
H 0.53 0.52 -1.03
H -0.65 0.87 -2.27
H 2.49 0.57 1.45
H 3.22 1.71 0.67
O 3.30 1.22 1.55
H -0.89 2.32 1.78
H 0.01 1.28 0.81
O -0.81 2.02 0.88
H -1.75 -0.75 2.76
H -0.54 -0.59 3.40
O -1.55 -0.62 3.63
H -2.03 2.36 -1.50
H -3.21 1.51 -1.47
O -2.64 2.03 -2.15
*
```

calculated total energy	-594.105864	Eh
LUMO level	3.48	eV
HOMO-LUMO gap	8.26	eV


No. 2
This record from OMol25 describes the ion CH4ClN2O with charge +1. The level of theory is ωB97M-V with the def2-TZVPD basis set.

ORCA input file:
```
! RIJCOSX wB97M-V def2-TZVPD def2/J DEFGRID3
* xyz 1 1
N -0.08 1.58 0.03
C -0.72 0.05 0.00
Cl -2.31 0.11 0.08
N 0.08 -0.95 0.20
O 1.45 -0.86 0.04
H -0.76 2.24 -0.41
H 0.82 1.43 -0.57
H -0.35 -1.87 0.36
H 1.87 -1.72 0.29
*
```

calculated total energy	-685.069381	Eh
LUMO level	-5.05	eV
HOMO-LUMO gap	10.80	eV
SMILES	[NH2+]=C(Cl)NO


No. 3
This record from OMol25 describes the molecule C5H10N2O. The level of theory is ωB97M-V with the def2-TZVPD basis set.

ORCA input file:
```
! RIJCOSX wB97M-V def2-TZVPD def2/J DEFGRID3
* xyz 0 1
C 0.21 -0.01 -0.44
C -1.03 0.19 -1.07
C 0.74 -1.37 -0.21
C -1.53 -0.69 -2.15
C 0.49 0.49 1.09
N 1.32 -0.07 2.00
O 0.41 2.29 2.47
N -0.06 1.64 1.28
H 0.01 3.16 2.40
H 0.96 0.45 -1.12
H -1.72 0.94 -0.71
H 1.86 -0.88 1.76
H 1.52 0.40 2.87
H 1.78 -1.54 -0.48
H 0.07 -2.20 -0.41
H -0.71 -1.13 -2.73
H -2.10 -1.54 -1.75
H -2.22 -0.14 -2.80
*
```

calculated total energy	-381.055769	Eh
LUMO level (spin up / spin down)	0.67 / 0.09	eV
HOMO-LUMO gap (spin up / spin down)	9.02 / 7.58	eV


No. 4
This record from OMol25 describes the ion C7H13N2 with charge +1. The level of theory is ωB97M-V with the def2-TZVPD basis set.

ORCA input file:
```
! RIJCOSX wB97M-V def2-TZVPD def2/J DEFGRID3
* xyz 1 1
C 3.40 0.74 0.58
C 2.36 0.22 0.26
C 1.10 -0.22 -0.37
N 1.19 -0.16 -1.79
C 0.42 -1.40 0.42
C -1.07 -0.97 0.64
N -1.28 0.24 -0.13
C -2.60 0.78 0.09
C -0.13 1.02 0.19
H 4.44 0.80 0.75
H 1.93 0.51 -2.05
H 1.20 -1.04 -2.23
H 0.95 -1.31 1.37
H 0.54 -2.35 -0.22
H -1.75 -1.81 0.45
H -1.13 -0.80 1.79
H -0.88 -0.15 -1.11
H -2.91 1.60 -0.65
H -3.29 -0.06 -0.06
H -2.56 1.21 1.11
H 0.06 1.14 1.29
H 0.03 2.01 -0.33
*
```

calculated total energy	-383.650935	Eh
LUMO level	-2.82	eV
HOMO-LUMO gap	10.55	eV
SMILES	C#C[C@@]1(N)CC[N@@H+](C)C1


No. 5
This record from OMol25 describes a structure of composition C32H51CaN9OP. The level of theory is ωB97M-V with the def2-TZVPD basis set.

ORCA input file:
```
! RIJCOSX wB97M-V def2-TZVPD def2/J DEFGRID3
* xyz 1 1
Ca -0.24 1.45 -0.69
C 3.75 3.35 0.04
C 2.54 2.47 0.09
N 1.97 2.04 -0.99
C 2.35 2.48 -2.33
C 1.50 1.75 -3.39
N 0.06 1.94 -3.13
C -0.90 1.16 -3.95
C -1.29 -0.21 -3.35
N -1.43 -0.19 -1.90
C -2.78 -0.04 -1.30
C -2.67 0.56 0.12
N -1.60 -0.12 0.86
C -1.29 0.43 2.18
C -2.26 0.15 3.28
C -0.13 1.14 2.36
C 0.36 1.66 3.65
C 1.56 2.26 3.76
C 2.40 2.50 2.61
C 1.88 2.11 1.41
N 0.71 1.44 1.28
H 4.43 3.04 -0.75
H 4.28 3.36 0.98
H 3.44 4.38 -0.18
H 3.41 2.30 -2.54
H 2.19 3.56 -2.42
H 1.71 0.68 -3.34
H 1.78 2.10 -4.39
H -0.14 2.92 -3.23
H -0.51 1.01 -4.96
H -1.79 1.79 -4.05
H -0.51 -0.93 -3.59
H -2.20 -0.55 -3.85
H -1.08 -1.05 -1.49
H -3.26 -1.01 -1.24
H -3.40 0.61 -1.93
H -3.65 0.58 0.59
H -2.39 1.63 0.08
H -3.19 0.71 3.17
H -1.86 0.40 4.26
H -2.53 -0.91 3.32
H -0.25 1.53 4.53
H 1.89 2.60 4.73
H 3.33 3.03 2.71
C -1.58 5.85 -0.69
C -1.88 4.43 -1.05
C -3.15 4.13 -1.77
O -1.09 3.54 -0.75
H -2.45 6.33 -0.25
H -1.34 6.41 -1.60
H -0.73 5.90 0.00
H -3.32 4.85 -2.58
H -3.98 4.27 -1.06
H -3.17 3.11 -2.15
C -4.90 -1.19 1.32
C -3.94 -2.31 1.64
C -4.60 -3.37 2.26
C -4.02 -4.58 2.57
C -2.70 -4.73 2.22
C -1.98 -3.70 1.65
C -0.55 -3.95 1.37
C -2.53 -2.41 1.34
N -1.55 -1.57 0.76
H -5.91 -1.54 1.50
H -4.87 -0.89 0.28
H -4.77 -0.30 1.94
H -5.66 -3.23 2.47
H -4.59 -5.37 3.04
H -2.19 -5.66 2.42
H -0.27 -4.97 1.66
H 0.06 -3.24 1.92
H -0.31 -3.82 0.31
C 2.98 -3.58 0.70
N 2.73 -2.11 1.04
C 4.04 -1.35 0.82
N 4.52 -1.54 -0.51
C 4.69 -2.97 -0.79
N 3.46 -3.73 -0.63
C 2.44 -3.39 -1.64
P 1.95 -1.60 -1.58
C 1.62 -1.48 0.22
C 3.67 -0.91 -1.52
H 2.05 -4.11 0.85
H 3.73 -3.93 1.42
H 2.46 -2.04 2.02
H 4.75 -1.74 1.55
H 3.82 -0.30 1.03
H 5.44 -3.37 -0.11
H 5.05 -3.08 -1.81
H 1.56 -4.01 -1.49
H 2.84 -3.62 -2.63
H 0.63 -1.90 0.49
H 1.58 -0.43 0.54
H 3.61 0.16 -1.31
H 4.16 -1.03 -2.49
*
```

calculated total energy	-2836.719542	Eh
LUMO level	-2.21	eV
HOMO-LUMO gap	5.36	eV


In the order shown, the computed energy above the lowest of the compared OMol25 structures with the same formula, charge and spin values come out to 3.424 2.044 6.250 4.524 1.850 eV.